No. 1
An isolated ion of composition C7H12N5 and charge +1 at a distorted geometry, computed with the ωB97M-V functional and the def2-TZVPD basis.

Each line ends with the natural charge from an NBO analysis.
Atoms and positions in Å:
N (2.7287, 1.4714, 1.3759)  -0.2909
C (2.4112, 0.4858, 0.8843)  0.2810
C (1.7400, -0.7136, 0.4448)  -0.5677
C (0.3833, -0.6223, -0.3389)  0.2565
N (-0.0215, -1.8847, -0.8819)  -0.6368
C (-1.0250, -2.4581, 0.0003)  -0.0999
N (-1.6549, -1.3653, 0.7262)  -0.3209
C (-0.8669, -0.3856, 0.6617)  0.2097
C (-1.0707, 0.9940, 1.1324)  -0.2838
N (-1.0752, 1.9055, -0.0731)  -0.5397
C (0.2524, 1.6755, -0.8582)  -0.0755
N (0.5478, 0.4422, -1.2721)  -0.6411
H (2.4044, -1.3146, -0.2350)  0.2886
H (1.4335, -1.4635, 1.1503)  0.2640
H (-0.3837, -1.8890, -1.8298)  0.3903
H (-0.4859, -3.0949, 0.7589)  0.2107
H (-1.8080, -3.1123, -0.4984)  0.2376
H (-1.8773, 1.0330, 1.7585)  0.2549
H (-0.2002, 1.1902, 1.6727)  0.2425
H (-1.9757, 1.6412, -0.5528)  0.4462
H (-0.9954, 2.9399, 0.1386)  0.4600
H (1.1031, 2.0383, -0.1396)  0.2561
H (0.2163, 2.4059, -1.7876)  0.2539
H (0.2197, 0.0809, -2.2374)  0.4046

Gap between HOMO and LUMO: 10.04 eV
LUMO level: -3.51 eV
DFT total energy: -547.382510 Ha
SMILES: N#CC[C@@]12NCN=C1C[NH2+]CN2
Energy above the lowest of the compared OMol25 structures with the same formula, charge and spin: 188.2 kJ/mol
Total charge: +1


No. 2
An isolated ion of composition C7H12NO2 and charge +1 at a distorted geometry, computed with the ωB97M-V functional and the def2-TZVPD basis.

Each line ends with the natural charge from an NBO analysis.
Atoms and positions in Å:
C (3.5766, 0.5469, 0.4259)  -0.6797
C (3.4215, -0.7803, -0.3332)  -0.0701
O (2.0740, -1.2688, 0.1248)  -0.4017
C (1.0784, -0.5741, -0.0651)  0.8675
N (-0.0006, -0.1557, -0.1011)  -0.2703
C (-1.2354, 0.3522, -0.5368)  -0.1132
C (-2.2021, 1.1609, 0.4069)  -0.4263
C (-3.2863, 0.1694, 0.7838)  -0.0995
O (-2.7527, -1.1457, 0.4998)  -0.4895
C (-2.0812, -0.9651, -0.6717)  -0.0572
H (3.0826, 0.6119, 1.4544)  0.2416
H (4.6703, 0.7039, 0.6267)  0.2631
H (3.0648, 1.4693, -0.0866)  0.2273
H (4.2461, -1.3708, 0.0456)  0.2467
H (3.5388, -0.5233, -1.3200)  0.2216
H (-1.1468, 0.7612, -1.5607)  0.2558
H (-1.5761, 1.6078, 1.1050)  0.2360
H (-2.4602, 1.9391, -0.3635)  0.2453
H (-4.2675, 0.1836, 0.2955)  0.2087
H (-3.4651, 0.0612, 1.7981)  0.2184
H (-1.4802, -1.7569, -0.9157)  0.1913
H (-2.7990, -1.0269, -1.6119)  0.1842

Gap between HOMO and LUMO: 9.77 eV
LUMO level: -3.76 eV
DFT total energy: -478.770421 Ha
SMILES: CCOC#[N+][C@@H]1CCOC1
Energy above the lowest of the compared OMol25 structures with the same formula, charge and spin: 425.1 kJ/mol
Total charge: +1


No. 3
A 3-piece molecular cluster, C7H12O overall at a distorted geometry, computed with the ωB97M-V functional and the def2-TZVPD basis.

Each line ends with the natural charge from an NBO analysis.
Atoms and positions in Å:
C (0.5166, 0.1628, -0.3635)  -0.2104
C (1.8575, -0.7852, 1.0116)  -0.1167
C (0.9448, -0.4338, -1.6779)  -0.6312
C (-0.5237, -0.3447, 0.3607)  0.1535
C (-1.7955, 0.8291, -0.8845)  -0.2681
C (-1.1672, -1.1024, 1.2041)  -0.4629
C (-2.0018, 2.1078, -0.6051)  -0.4677
O (1.6331, -0.8421, 2.3905)  -0.7168
H (1.4326, 0.0455, 2.7137)  0.4730
H (0.7648, 1.2063, -0.1945)  0.2309
H (2.7184, -0.1634, 0.7556)  0.1471
H (1.9605, -1.7941, 0.6204)  0.1667
H (-2.4487, 0.2794, -1.5646)  0.1771
H (0.5559, 0.1669, -2.5021)  0.2291
H (2.0362, -0.4417, -1.7476)  0.2219
H (0.5882, -1.4581, -1.7891)  0.2222
H (-0.6242, -1.7144, 1.9174)  0.2391
H (-2.2469, -1.0553, 1.2803)  0.2363
H (-1.3560, 2.6593, 0.0789)  0.1805
H (-2.8446, 2.6779, -1.0041)  0.1965

Gap between HOMO and LUMO: 7.83 eV
LUMO level: 0.85 eV
DFT total energy: -348.909691 Ha
Energy above the lowest of the compared OMol25 structures with the same formula, charge and spin: 627.4 kJ/mol


No. 4
One molecule with the formula C7H12O at a distorted geometry, computed with the ωB97M-V functional and the def2-TZVPD basis.

Each line ends with the natural charge from an NBO analysis.
Atoms and positions in Å:
C (-2.0600, -0.8188, -0.5572)  -0.6285
C (-0.9857, 0.0869, -0.0650)  -0.2122
C (0.0911, -0.2675, 0.9771)  -0.2117
C (0.2686, 0.6578, 2.1767)  -0.6209
C (0.4724, 0.0436, -0.5119)  -0.1209
C (1.1479, 1.2830, -1.0704)  -0.6244
C (1.1943, -1.3684, -1.2460)  0.4616
O (0.9858, -2.4953, -0.8698)  -0.5212
H (-1.5087, -1.5204, -1.1812)  0.2201
H (-2.7973, -0.3571, -1.2131)  0.2189
H (-2.4902, -1.5097, 0.1689)  0.2198
H (-1.2207, 1.1522, 0.0655)  0.2015
H (0.1920, -1.2907, 1.2369)  0.2261
H (-0.2624, 0.2617, 3.1232)  0.2190
H (-0.2563, 1.5839, 2.0876)  0.2096
H (1.3649, 0.7720, 2.4776)  0.2128
H (1.4891, 1.9377, -0.3431)  0.2171
H (0.3727, 1.8985, -1.6100)  0.2102
H (1.9242, 1.0256, -1.7868)  0.2110
H (2.0783, -1.0750, -1.8589)  0.1122

Gap between HOMO and LUMO: 10.25 eV
LUMO level: 0.90 eV
DFT total energy: -349.074258 Ha
SMILES: C[C@H]1[C@H](C)C1(C)C=O
Energy above the lowest of the compared OMol25 structures with the same formula, charge and spin: 195.3 kJ/mol


No. 5
A 2-piece molecular cluster, C7H12O overall at a distorted geometry, computed with the ωB97M-V functional and the def2-TZVPD basis.

Each line ends with the natural charge from an NBO analysis.
Atoms and positions in Å:
C (0.2087, -2.0146, 1.6284)  -0.3799
C (-0.6101, -1.8877, 0.5911)  -0.2028
C (-0.2220, -1.3365, -0.7388)  -0.0617
C (-0.8401, -1.8278, -1.8082)  -0.3723
C (0.8058, -0.2645, -0.8166)  -0.2594
C (0.6411, 0.8821, -0.1828)  -0.1400
C (1.6731, 1.9945, -0.0658)  -0.6479
H (-0.2408, -2.4156, 2.5247)  0.1945
H (1.2691, -1.8119, 1.6404)  0.2003
H (-1.6536, -2.1232, 0.7106)  0.2025
H (-1.5899, -2.6092, -1.7840)  0.1941
H (-0.6302, -1.4408, -2.8018)  0.1923
H (1.7314, -0.5283, -1.3018)  0.2063
H (-0.1993, 1.1473, 0.4474)  0.2254
H (2.2079, 2.1565, -1.0007)  0.2124
H (1.1866, 2.8885, 0.3038)  0.2098
H (2.3940, 1.6704, 0.6908)  0.2197
O (-1.4702, 2.8974, 1.0273)  -0.9309
H (-2.4364, 2.8968, 1.0071)  0.4705
H (-1.3108, 3.5954, 0.3766)  0.4671

Gap between HOMO and LUMO: 9.15 eV
LUMO level: 0.71 eV
DFT total energy: -349.079327 Ha
SMILES: C=CC(=C)/C=C/C.O
Energy above the lowest of the compared OMol25 structures with the same formula, charge and spin: 182.0 kJ/mol


No. 6
One molecule with the formula C7H12O at a distorted geometry, computed with the ωB97M-V functional and the def2-TZVPD basis.

Each line ends with the natural charge from an NBO analysis.
Atoms and positions in Å:
C (1.3731, 1.2519, -0.9129)  -0.6189
C (1.1024, -0.1786, -0.4360)  -0.2442
C (1.2495, -0.5211, 1.0117)  -0.4245
C (-0.1716, -0.2238, 1.6753)  -0.4245
C (-0.9714, 0.1851, 0.4630)  -0.2766
C (-2.2215, -0.3542, -0.4102)  -0.0822
C (-0.3684, -0.6185, -0.6598)  0.0887
H (0.9439, 2.0469, -0.3729)  0.1950
H (2.5338, 1.4469, -1.0602)  0.2110
H (0.8071, 1.2656, -1.9341)  0.2274
H (1.8708, -0.5692, -1.2751)  0.2201
H (1.3607, -1.5583, 1.2398)  0.2231
H (2.0434, 0.1465, 1.3345)  0.2242
H (-0.7676, -1.0620, 1.9126)  0.2229
H (-0.1963, 0.6424, 2.3849)  0.2204
H (-1.1428, 1.2737, 0.3190)  0.2247
H (-3.1547, 0.3766, -0.6262)  0.1908
H (-2.5975, -1.4157, -0.3700)  0.1932
H (-0.3274, -1.8190, -0.6242)  0.1773
O (-1.3653, -0.3153, -1.6595)  -0.5482

Gap between HOMO and LUMO: 10.39 eV
LUMO level: 1.05 eV
DFT total energy: -348.986411 Ha
Energy above the lowest of the compared OMol25 structures with the same formula, charge and spin: 425.9 kJ/mol


No. 7
C7H12O as an isolated structure at a distorted geometry, computed with the ωB97M-V functional and the def2-TZVPD basis.

Each line ends with the natural charge from an NBO analysis.
Atoms and positions in Å:
C (-0.3226, 0.2898, 0.2439)  -0.2021
C (0.3181, 0.7321, -2.1282)  -0.1114
C (-0.0504, 1.6564, 0.8187)  -0.6303
C (0.6470, -0.3955, -0.4683)  0.0809
C (-0.2731, -1.0037, 1.7882)  -0.2099
C (1.7155, -1.1499, -0.5691)  -0.4589
C (-1.2708, -1.8634, 1.9620)  -0.4574
O (-0.7354, 1.6422, -2.2748)  -0.7112
H (-1.5455, 1.1456, -2.4490)  0.4711
H (-1.3472, 0.1165, -0.0806)  0.2225
H (1.2571, 1.2780, -2.1938)  0.1730
H (0.2726, -0.0675, -2.8706)  0.1558
H (0.5113, -0.8997, 2.5371)  0.1821
H (1.0109, 1.8005, 1.0259)  0.2183
H (-0.3806, 2.4287, 0.1192)  0.2357
H (-0.6125, 1.7877, 1.7463)  0.2288
H (2.2502, -1.2208, -1.5116)  0.2136
H (2.0047, -1.8346, 0.2180)  0.2174
H (-1.3940, -2.4550, 2.8710)  0.1968
H (-2.0554, -1.9874, 1.2159)  0.1852

Gap between HOMO and LUMO: 8.41 eV
LUMO level: 0.80 eV
DFT total energy: -348.948791 Ha
Energy above the lowest of the compared OMol25 structures with the same formula, charge and spin: 524.7 kJ/mol


No. 8
One molecule with the formula C7H12O2 at a distorted geometry, computed with the ωB97M-V functional and the def2-TZVPD basis.

Each line ends with the natural charge from an NBO analysis.
Atoms and positions in Å:
C (0.7978, 2.3790, -0.5136)  -0.6756
C (0.9651, 0.9973, 0.0527)  0.3573
O (1.6887, 0.9770, 1.2298)  -0.6855
C (0.3259, -0.0750, -0.4505)  -0.1690
C (0.0648, -0.1705, -1.9413)  -0.6309
C (-0.2341, -1.1779, 0.3667)  0.2261
O (-0.0184, -2.5462, 0.0215)  -0.7140
C (-1.6224, -0.9088, 0.9279)  -0.4342
C (-0.4918, -0.9110, 1.8972)  -0.4399
H (1.5422, 2.6142, -1.2742)  0.2257
H (-0.2087, 2.4947, -0.9348)  0.2188
H (0.8710, 3.1179, 0.2922)  0.2366
H (1.9103, 0.0432, 1.4063)  0.4898
H (-0.8845, 0.2893, -2.2202)  0.2067
H (0.8699, 0.3103, -2.5117)  0.2186
H (0.0571, -1.2159, -2.2704)  0.2142
H (-0.5865, -2.8088, -0.7225)  0.4720
H (-2.3245, -1.7313, 0.9901)  0.2157
H (-2.0887, 0.0515, 0.7207)  0.2141
H (-0.2614, 0.0324, 2.3762)  0.2284
H (-0.3717, -1.7613, 2.5580)  0.2251

Gap between HOMO and LUMO: 8.87 eV
LUMO level: 0.87 eV
DFT total energy: -424.329214 Ha
SMILES: C/C(O)=C(\C)C1(O)CC1
Energy above the lowest of the compared OMol25 structures with the same formula, charge and spin: 175.4 kJ/mol


No. 9
A 2-piece molecular cluster, C7H12O2S overall at a distorted geometry, computed with the ωB97M-V functional and the def2-TZVPD basis.

Each line ends with the natural charge from an NBO analysis.
Atoms and positions in Å:
C (-0.6080, -2.0243, -1.2192)  -0.8040
S (0.2410, -1.6772, 0.2609)  0.1813
C (1.6975, -0.5351, -0.3063)  -0.4047
C (2.5070, -0.2089, 0.9292)  -0.4629
C (2.0156, 1.2184, 1.3106)  -0.0720
O (1.3353, 1.6941, 0.1470)  -0.4881
C (1.0551, 0.7843, -0.7659)  0.7831
O (0.6002, 0.9999, -1.8191)  -0.5680
H (-0.5069, -1.0908, -1.7375)  0.2585
H (-0.3643, -2.8927, -1.7480)  0.2252
H (-1.7384, -1.8110, -0.9897)  0.2380
H (2.2746, -1.0824, -1.0951)  0.2470
H (2.2391, -0.9433, 1.7518)  0.2340
H (3.5568, -0.2966, 0.6952)  0.2280
H (1.1706, 1.2583, 1.9675)  0.2049
H (2.8049, 1.9251, 1.4557)  0.2016
C (-2.7796, 0.9493, -0.3981)  -0.3598
C (-3.2879, 0.7279, 0.8243)  -0.3901
H (-2.1989, 0.1334, -0.6869)  0.1676
H (-2.7688, 1.7887, -0.9994)  0.1999
H (-4.1376, 1.3120, 1.1459)  0.1896
H (-3.1073, -0.2291, 1.2771)  0.1909

Gap between HOMO and LUMO: 9.65 eV
LUMO level: 0.75 eV
DFT total energy: -822.510786 Ha
SMILES: CS[C@@H]1CCOC1=O.C=C
Energy above the lowest of the compared OMol25 structures with the same formula, charge and spin: 74.9 kJ/mol


No. 10
A 2-piece molecular cluster, C7H12OS overall at a distorted geometry, computed with the ωB97M-V functional and the def2-TZVPD basis.

Each line ends with the natural charge from an NBO analysis.
Atoms and positions in Å:
C (0.1583, 0.4434, -0.2600)  -0.1751
C (0.7863, -1.5573, 0.4451)  0.1612
C (-1.0208, 0.9611, -0.1213)  -0.0569
C (0.3788, -1.9842, 1.6835)  -0.4968
C (1.6540, -2.3343, -0.4786)  -0.6963
C (-1.1711, 2.4188, -0.5197)  -0.6419
C (-2.3712, 0.2856, 0.1292)  -0.6473
O (2.7189, 1.3530, -0.3788)  -0.8576
S (1.3332, 1.3071, -1.2930)  0.5180
H (0.3631, -2.9948, 1.9032)  0.1909
H (3.0119, 2.2624, -0.2654)  0.4845
H (0.2389, -1.4325, 2.5424)  0.2082
H (2.6073, -1.8476, -0.6275)  0.2394
H (1.8218, -3.2388, -0.0424)  0.2161
H (1.2237, -2.5254, -1.4198)  0.2194
H (-1.8994, 2.9807, -0.0440)  0.2112
H (-1.5647, 2.4128, -1.6145)  0.2069
H (-0.2852, 3.0155, -0.4049)  0.2295
H (-3.0122, 0.8730, -0.5435)  0.2226
H (-2.6100, 0.3886, 1.2049)  0.2278
H (-2.3617, -0.7873, 0.1049)  0.2363

Gap between HOMO and LUMO: 8.46 eV
LUMO level: 0.57 eV
DFT total energy: -747.134709 Ha
Energy above the lowest of the compared OMol25 structures with the same formula, charge and spin: 514.9 kJ/mol